Formula: C19H36Br3ClN3O6P2Si
Source: OMol25
Level of theory: ωB97M-V/def2-TZVPD

XYZ file:
```
71
Properties=species:S:1:pos:R:3
C 2.32361 4.07938 -0.13816
C 2.23903 3.49228 -1.55210
C 1.04885 2.53728 -1.64570
O 1.31886 1.44313 -2.53803
C 1.16009 0.17647 -2.03408
C -0.22452 -0.16357 -1.47413
P -1.08210 -1.60170 -2.40766
N -0.76082 -1.13437 -4.01634
O -2.61867 -1.09209 -2.22986
O -0.23825 -0.28553 -0.06221
C 0.62740 -1.23001 0.55296
C -0.03825 -2.59759 0.74648
C -1.37246 -2.56386 1.48808
O -2.36179 -1.91456 0.72563
Si -3.74808 -1.37058 1.48456
C -3.40558 -0.65481 3.17778
C -5.06067 -2.68812 1.63198
C -4.43316 0.00426 0.41222
C 0.97315 -0.59065 1.91812
C 1.25927 -1.33028 3.06739
C 1.55177 -0.70223 4.26805
C 1.56126 0.67486 4.35854
C 1.28802 1.42972 3.22589
C 0.99022 0.79792 2.02753
C 1.97038 -1.42558 -0.23450
O 1.95694 -2.38078 -1.25023
P 3.37267 -1.90083 1.03725
N 4.18931 -0.45431 1.41910
O 4.37186 -2.57038 -0.07548
N 2.25447 -0.14039 -0.99994
Cl 3.75625 -0.21749 -1.87524
H 2.64642 3.32633 0.58720
H 2.97944 4.94609 -0.09673
H 1.33186 4.41213 0.18346
H 2.09054 4.31769 -2.24825
H 3.15382 2.95677 -1.80973
H 0.75577 2.18848 -0.65247
H 0.18004 3.07068 -2.03992
H 1.38894 -0.48931 -2.86467
H -0.84421 0.71185 -1.69586
H -0.72467 -0.12765 -4.17170
H 0.09835 -1.56982 -4.32961
H -2.87610 -0.42403 -2.87769
H -0.21743 -3.05944 -0.22628
H 0.64031 -3.27323 1.27767
H -1.65787 -3.61131 1.65047
H -1.24103 -2.11521 2.47770
H -2.76862 0.23077 3.12897
H -2.94676 -1.37363 3.86157
H -4.35889 -0.36677 3.62781
H -4.75849 -3.55032 2.22714
H -5.91580 -2.22204 2.13116
H -5.39279 -2.99808 0.64065
H -5.45085 -0.19667 0.07844
H -3.78380 0.18378 -0.44501
H -4.45055 0.93649 0.98490
H 1.26434 -2.40990 3.05326
H 1.75357 -1.30357 5.14485
H 1.76718 1.17062 5.29742
H 1.28531 2.51201 3.25921
H 0.74014 1.40603 1.17191
H 2.16297 -3.25624 -0.90206
H 4.80279 -0.10165 0.69213
H 3.59799 0.27941 1.79732
H 5.17508 -2.89874 0.34972
H 2.34719 0.60811 -0.30293
C -1.17792 3.30210 -5.71491
Br -2.17119 2.04339 -4.63933
Br -1.32013 5.07955 -5.01607
Br 0.65191 2.74573 -5.89957
H -1.62590 3.29395 -6.69807
```

Output
**Total charge**: +1
**DFT total energy**: -10515.5421 hartree
**HOMO energy**: -11.35 eV
**Frontier orbital gap**: 7.94 eV

These are the Mulliken partial charges, in e, on atoms 1 to 2:
1 C -1.13
2 C -0.55